(1)
16
Properties=species:S:1:pos:R:3 method="wB97M-V/def2-TZVPD" largest_force_ev_per_a=3.51 e_tot_ha=-5944.8103 relative_energy_kcal_mol=58.4 lumo_ev="-1.347 / -0.458" charge=0
C 2.3011 -0.2774 2.7441
C 0.5943 -1.1809 0.6066
C -1.3206 0.1454 1.0663
C 2.9988 0.6566 -0.5803
C 3.2132 -0.5793 0.2087
N 1.3254 -0.2722 3.3297
O 0.4856 -2.3162 0.9091
O 0.0248 -0.0781 0.4535
S 3.7699 -0.4441 1.8873
Br 4.6275 1.7103 -0.9787
Br 3.8786 -2.0640 -0.8385
H -1.1584 -0.2614 2.1289
H -2.2480 0.0365 0.4162
H -1.2506 1.1547 1.2582
H 2.2736 0.4748 -1.4529
H 2.4137 1.3621 0.0537

(2)
24
Properties=species:S:1:pos:R:3 method="wB97M-V/def2-TZVPD" smiles=Cc1ccccc1.CCO largest_force_ev_per_a=4.31 e_tot_ha=-426.4811 relative_energy_kcal_mol=57.5 lumo_ev=0.902 charge=0
C -0.1288 -3.7026 -1.9991
C -0.2348 -2.3305 -1.5185
C 0.1637 -1.3209 -2.3474
C 0.1159 0.0828 -1.9692
C -0.5905 0.3505 -0.8564
C -1.1514 -0.6719 -0.0033
C -1.0050 -1.9623 -0.3331
H -0.1628 -4.4517 -1.2361
H 0.7708 -3.9209 -2.6252
H -0.9242 -3.9161 -2.7525
H 0.5810 -1.7611 -3.2894
H 0.4180 1.0118 -2.7003
H -0.8166 1.3975 -0.5965
H -1.6199 -0.3469 0.8923
H -1.3449 -2.6848 0.2894
C 0.2899 1.6596 2.5873
C 0.4611 3.1780 2.0972
O 1.5639 3.6180 2.9676
H 0.5758 1.5096 3.6138
H 0.7765 1.0378 1.9138
H -0.7546 1.3644 2.3406
H 0.8718 3.6019 1.1593
H -0.4499 3.7675 2.1594
H 2.0479 2.7513 3.1457